Record 1
2 unconnected molecules or ions with the total composition HNO3S, computed with ωB97M-V with the def2-TZVPD basis set.

Properties
Frontier orbital gap (alpha / beta) (eV): 8.0 / 7.5
Charge: 0

Cartesian coordinates (Å):
O -1.22 0.12 -1.36
O -0.46 -1.14 -3.03
N -0.47 -0.52 -1.99
O 1.04 -0.11 1.33
H 0.28 0.35 1.07
S 2.04 -0.36 0.11

Mulliken atomic charges, in units of e: number 1, O, carries -0.371; number 2, O, carries -0.397; number 3, N, carries 0.758; number 4, O, carries -0.364; number 5, H, carries 0.355; number 6, S, carries 0.019

Record 2
2 unconnected molecules or ions with the total composition HNO4, computed with ωB97M-V with the def2-TZVPD basis set.

Properties
Frontier orbital gap (alpha / beta) (eV): 9.4 / 9.6
Charge: 0

Cartesian coordinates (Å):
H 1.02 0.66 -0.34
O 0.15 0.77 -0.94
O -1.45 -1.06 0.84
O 0.37 -0.15 1.66
N -0.46 -0.41 0.85
O 0.36 0.18 -2.07

Mulliken atomic charges, in units of e: number 1, H, carries 0.421; number 2, O, carries -0.178; number 3, O, carries -0.392; number 4, O, carries -0.407; number 5, N, carries 0.771; number 6, O, carries -0.215

Record 3
2 unconnected molecules or ions with the total composition HNO4S, computed with ωB97M-V with the def2-TZVPD basis set.

Properties
Frontier orbital gap (alpha / beta) (eV): 8.0 / 9.0
Charge: 0

Cartesian coordinates (Å):
O -3.03 -0.68 -0.21
O 1.84 -0.24 0.46
H 2.21 0.51 -0.11
O 1.90 -1.47 -0.12
N -0.82 0.34 -0.05
S -2.36 0.61 -0.04
O 0.26 0.92 0.07

Mulliken atomic charges, in units of e: number 1, O, carries -0.443; number 2, O, carries -0.165; number 3, H, carries 0.398; number 4, O, carries -0.185; number 5, N, carries 0.335; number 6, S, carries 0.424; number 7, O, carries -0.363

Electronic energy / eV: -18478.6228 -9688.1002 -20522.6135
Energy above the lowest of the compared OMol25 structures with the same formula, charge and spin / kcal/mol: 47.07 26.50 125.71